(1)
C4H10O4 | wB97M-V/def2-TZVPD

Summary:
Relative energy (zero: lowest compared OMol25 entry of this formula, charge and spin) in eV: 1.259
E_HOMO in eV: -9.96
Energy in eV: -12499.34733
Lowest unoccupied orbital energy in eV: 0.454
Charge: 0
SMILES: O=CCCC=O.O.O
Orbital gap in eV: 10.4

Geometry as XYZ:
```
18
Properties=species:S:1:pos:R:3:lowdin_charge:R:1
O 2.69466 -1.45155 -1.72407 0.050
C 1.92130 -2.06610 -1.03663 -0.262
C 0.79992 -1.42656 -0.25179 -0.165
C 0.75460 0.07346 -0.43081 -0.161
C -0.55109 0.66810 0.06116 -0.273
O -1.42157 0.04586 0.61613 0.045
H 2.01920 -3.17025 -0.99139 0.121
H -0.11857 -1.90462 -0.61429 0.128
H 0.88817 -1.72866 0.79080 0.125
H 0.80061 0.33333 -1.48717 0.103
H 1.56523 0.55776 0.12666 0.135
H -0.61638 1.76184 -0.04737 0.116
O -2.36535 1.22910 5.09283 -0.063
H -2.25112 2.16924 4.91219 0.032
H -2.17879 0.80902 4.24400 0.030
O -0.72194 1.75230 -2.84180 -0.050
H -1.64624 1.73590 -2.56106 0.046
H -0.72086 2.15870 -3.71401 0.044
```



(2)
C2H3INOS | wB97M-V/def2-TZVPD

Summary:
Relative energy (zero: lowest compared OMol25 entry of this formula, charge and spin) in eV: 1.756
E_HOMO in eV: -13.53
Energy in eV: -24583.69821
Lowest unoccupied orbital energy in eV: -4.494
Charge: +1
Orbital gap in eV: 9.0

Geometry as XYZ:
```
9
Properties=species:S:1:pos:R:3:lowdin_charge:R:1
C -0.00182 -0.41156 0.45949 -0.200
C 0.04676 0.73134 0.10541 -0.127
N -0.12368 -1.74346 1.03130 0.164
O 1.39487 1.91624 -1.97880 -0.535
S 0.55295 2.48530 -0.98717 0.416
I -1.59960 3.00043 -1.79988 0.595
H -0.61919 -2.27304 0.14176 0.263
H -0.62472 -1.81095 1.94860 0.191
H 0.97443 -1.89430 1.07928 0.233
```



(3)
C32H93N7O11 | wB97M-V/def2-TZVPD

Summary:
Relative energy (zero: lowest compared OMol25 entry of this formula, charge and spin) in eV: 4.045
E_HOMO in eV: -8.88
Energy in eV: -67637.60029
Lowest unoccupied orbital energy in eV: 0.203
Charge: 0
SMILES: COC[C@H](C)N.COC[C@H](C)N.COC[C@H](C)N.COC[C@H](C)N.COC[C@H](C)N.COC[C@H](C)N.COC[C@H](C)N.CO.CO.CO.CO
Orbital gap in eV: 9.1

Geometry as XYZ:
```
143
Properties=species:S:1:pos:R:3:lowdin_charge:R:1
C -4.60273 4.00217 3.86019 -0.076
O -3.87359 2.86476 3.35693 -0.216
C -2.86676 2.24204 4.17471 -0.156
C -1.72574 3.19269 4.64953 -0.445
C -1.15803 3.80118 3.41557 -0.070
N -0.66975 2.46154 5.31098 0.047
H -5.32557 3.79792 4.65005 0.086
H -5.12918 4.48890 3.03918 0.088
H -3.85891 4.72669 4.19170 0.072
H -3.28556 1.72055 5.03538 0.125
H -2.42926 1.48190 3.52750 0.106
H -2.04442 3.99015 5.32081 0.134
H -0.64721 3.11660 2.73843 0.076
H -0.41040 4.53049 3.72741 0.078
H -1.92084 4.28905 2.80877 0.085
H -1.13293 2.37238 6.20407 0.091
H 0.03498 3.11868 5.61369 0.094
C 8.86321 4.35901 3.39767 -0.132
O 7.76592 3.50646 3.46787 -0.174
C 7.96827 2.34598 2.63380 -0.208
C 7.74147 2.46213 1.13544 -0.434
C 6.43160 3.17527 0.81100 -0.057
N 7.71922 1.10705 0.52515 0.043
H 9.05384 4.63180 2.35971 0.086
H 9.71923 3.79822 3.77296 0.082
H 8.88350 5.23879 4.04087 0.089
H 8.91599 1.85488 2.85458 0.119
H 7.26772 1.57453 2.95347 0.121
H 8.56070 2.98816 0.64529 0.130
H 6.02695 2.96298 -0.17859 0.062
H 6.40860 4.25810 0.93368 0.078
H 5.64491 2.78380 1.45598 0.076
H 7.02721 0.53746 0.99075 0.056
H 8.58656 0.66794 0.79900 0.063
C 2.50754 2.03869 -0.41748 -0.055
O 2.13107 0.70332 0.03827 -0.188
C 0.71505 0.54963 0.20823 -0.190
C 0.34077 -0.91799 0.32224 -0.405
C 0.32479 -1.65267 -1.02439 -0.040
N -0.97442 -1.06423 0.96235 0.078
H 3.55187 2.13229 -0.71531 0.074
H 2.37884 2.80843 0.34345 0.059
H 1.91228 2.29443 -1.29405 0.078
H 0.47715 1.00751 1.16836 0.096
H 0.11294 1.14873 -0.47488 0.105
H 1.00151 -1.50723 0.95809 0.128
H -0.34374 -1.13283 -1.71064 0.049
H -0.06132 -2.67061 -0.97138 0.077
H 1.31023 -1.63428 -1.48987 0.059
H -1.60865 -0.49307 0.42231 0.026
H -0.80163 -0.57780 1.83047 0.024
C -4.49651 -0.95222 0.30378 -0.063
O -5.35652 -2.10513 0.63323 -0.188
C -6.72358 -1.78359 0.47976 -0.223
C -7.59710 -2.95018 0.87194 -0.423
C -7.39612 -4.22981 -0.01221 -0.050
N -9.01707 -2.58482 0.87657 0.014
H -3.47819 -1.25569 0.06077 0.056
H -4.51259 -0.17947 1.07235 0.088
H -4.74175 -0.53013 -0.67079 0.068
H -6.89386 -0.99324 1.21083 0.118
H -6.88068 -1.33846 -0.50274 0.128
H -7.44786 -3.26617 1.90440 0.131
H -7.94140 -5.12604 0.28367 0.070
H -6.32757 -4.43457 0.05395 0.062
H -7.58250 -4.04385 -1.06992 0.077
H -9.47007 -3.41682 1.22681 0.063
H -9.18565 -1.85143 1.55023 0.062
C -2.49786 2.15497 0.57926 -0.112
O -2.48778 1.37928 -0.58744 -0.235
C -2.93792 2.12165 -1.77012 -0.130
C -2.47890 1.35740 -3.05163 -0.422
C -2.89010 -0.11338 -3.15984 -0.052
N -1.06193 1.35067 -3.14231 0.045
H -1.90720 3.04454 0.36043 0.084
H -1.91343 1.50100 1.22645 0.072
H -3.47880 2.50092 0.90512 0.092
H -4.02660 2.17125 -1.74969 0.119
H -2.54580 3.13829 -1.74231 0.097
H -2.78712 1.91920 -3.93338 0.137
H -2.50960 -0.50775 -4.10207 0.080
H -3.95813 -0.27732 -3.01657 0.073
H -2.32967 -0.74967 -2.47488 0.054
H -0.74365 0.92529 -2.28332 0.034
H -0.71758 2.29848 -3.08604 0.035
C -3.01761 -4.72992 -1.11100 -0.074
O -3.91622 -5.26014 -2.09492 -0.203
C -3.51732 -6.45905 -2.69422 -0.233
C -4.66607 -7.22445 -3.36719 -0.440
C -5.87501 -7.44668 -2.44113 -0.053
N -4.16140 -8.49866 -3.76891 0.026
H -3.32729 -3.73125 -0.80301 0.074
H -2.04132 -4.68033 -1.59318 0.080
H -3.02286 -5.32338 -0.19672 0.090
H -2.72642 -6.13513 -3.37072 0.122
H -2.93605 -7.08177 -2.01418 0.118
H -4.86783 -6.58318 -4.22520 0.140
H -6.70603 -8.05120 -2.80454 0.073
H -6.31453 -6.53151 -2.04439 0.059
H -5.46908 -7.98925 -1.58735 0.077
H -4.82620 -8.92224 -4.40035 0.074
H -4.13626 -9.04464 -2.91958 0.069
C 6.08317 -4.60822 -2.99660 -0.121
O 4.87893 -3.94930 -3.28190 -0.197
C 4.65172 -2.65481 -2.68453 -0.172
C 4.83425 -2.56797 -1.17076 -0.427
C 3.84643 -3.39278 -0.33391 -0.046
N 4.74390 -1.13114 -0.79632 0.043
H 6.07098 -5.54685 -3.55062 0.092
H 6.25760 -4.69035 -1.92378 0.075
H 6.90510 -4.03263 -3.42232 0.084
H 5.38439 -2.01079 -3.17090 0.120
H 3.62845 -2.35339 -2.90849 0.123
H 5.84217 -2.90339 -0.92642 0.117
H 3.95548 -4.46449 -0.50024 0.074
H 2.84917 -3.12091 -0.67983 0.058
H 3.98271 -3.19372 0.72906 0.076
H 4.81953 -0.88846 0.18117 0.060
H 3.83228 -0.73949 -0.98516 0.038
C 4.07307 2.33570 -4.05045 -0.186
O 5.20775 2.99219 -3.60442 -0.109
H 3.93684 1.42985 -3.45971 0.074
H 3.18475 2.93409 -3.84818 0.060
H 4.08991 2.08625 -5.11139 0.079
H 5.79256 2.31172 -3.26303 0.078
C 0.63541 4.77440 -3.07802 -0.159
O -0.29742 4.05683 -2.34266 -0.150
H 0.24247 5.75014 -3.36373 0.086
H 1.54625 4.91482 -2.49599 0.072
H 0.81017 4.23320 -4.00790 0.086
H -0.80542 4.65762 -1.79259 0.085
C 1.43389 5.34711 1.11073 -0.169
O 0.35180 6.09064 1.58103 -0.115
H 1.40132 4.32489 1.48771 0.054
H 1.47101 5.24661 0.02600 0.064
H 2.33263 5.85130 1.46591 0.090
H 0.70782 6.77176 2.15630 0.080
C 1.12371 0.06109 3.72772 -0.121
O -0.31879 0.11117 3.67346 -0.175
H 1.44662 0.97238 3.22435 0.068
H 1.48007 0.01769 4.75690 0.079
H 1.46210 -0.80653 3.16130 0.076
H -0.53943 0.82077 4.28122 0.001
```



(4)
C5H10N3O2 | wB97M-V/def2-TZVPD

Summary:
Relative energy (zero: lowest compared OMol25 entry of this formula, charge and spin) in eV: 4.637
E_HOMO (alpha / beta) in eV: -12.49 / -12.49
Energy in eV: -13901.52080
Lowest unoccupied orbital energy (alpha / beta) in eV: -3.379 / -3.379
Charge: +1
Orbital gap (alpha / beta) in eV: 9.1 / 9.1

Geometry as XYZ:
```
20
Properties=species:S:1:pos:R:3:lowdin_charge:R:1
C -0.00754 2.08775 -0.30849 -0.134
C -1.72544 0.31703 -0.62016 -0.101
C -0.93894 1.36234 -1.29157 -0.128
C 0.75199 0.20168 1.09739 -0.372
C 0.02610 -0.83731 0.37900 -0.319
N 0.56394 1.60145 0.71173 0.107
N -2.81883 -0.08838 -0.39675 0.273
N 1.03167 -1.54459 -0.63458 0.270
O 2.16128 -0.12922 1.18598 -0.026
O -0.66116 -1.71997 1.13597 0.029
H -0.10269 3.19179 -0.58118 0.142
H -1.45728 2.19959 -1.83198 0.136
H -0.16406 0.84790 -2.03401 0.164
H 0.34870 0.19872 2.18947 0.191
H -3.16023 -0.89103 -0.00479 0.075
H 1.35314 -2.38408 -0.22422 0.143
H 1.85499 -0.94848 -0.80810 0.163
H 0.56164 -1.65250 -1.48895 0.130
H 2.57548 0.51452 1.80064 0.127
H -0.19274 -2.32720 1.72460 0.129
```



(5)
C4H12S2 | wB97M-V/def2-TZVPD

Summary:
Relative energy (zero: lowest compared OMol25 entry of this formula, charge and spin) in eV: 0.394
E_HOMO in eV: -8.76
Energy in eV: -26012.72397
Lowest unoccupied orbital energy in eV: 0.495
Charge: 0
SMILES: CCC.CSS
Orbital gap in eV: 9.3

Geometry as XYZ:
```
18
Properties=species:S:1:pos:R:3:lowdin_charge:R:1
C -1.44947 -0.10604 -1.34331 -0.139
C -1.61247 0.32517 0.13940 -0.335
C -2.26599 -0.81030 0.91454 -0.126
H -0.99967 -1.09764 -1.34543 0.065
H -0.94934 0.66619 -1.92730 0.064
H -2.45514 -0.17998 -1.76954 0.065
H -2.24032 1.21740 0.19556 0.098
H -0.57870 0.54560 0.41727 0.014
H -1.54262 -1.57983 1.19306 0.071
H -2.73444 -0.33082 1.77672 0.067
H -3.03940 -1.33977 0.35592 0.069
C 3.35270 0.15445 -0.65525 -0.499
S 1.90284 -0.25764 0.31038 0.390
S 2.34874 0.55837 2.18430 0.328
H 3.54471 -0.61704 -1.39864 0.030
H 4.20729 0.36316 -0.01894 0.020
H 3.19193 1.07693 -1.22066 0.029
H 1.31934 1.41176 2.19193 -0.212
```



(6)
C34H27N4O4STeW | wB97M-V/def2-TZVPD

Summary:
Relative energy (zero: lowest compared OMol25 entry of this formula, charge and spin) in eV: 0.000
E_HOMO in eV: -10.27
Energy in eV: -69797.30143
Lowest unoccupied orbital energy in eV: -4.347
Charge: +1
Orbital gap in eV: 5.9

Geometry as XYZ:
```
72
Properties=species:S:1:pos:R:3:lowdin_charge:R:1
W -0.03346 0.19716 -0.05990 1.795
O 0.69052 -0.33644 -1.73700 -0.253
C 0.91518 0.05270 -2.99273 -0.292
C 1.44901 -0.87008 -3.88652 0.023
C 1.66818 -0.48557 -5.19621 -0.040
C 1.37641 0.81001 -5.62846 -0.060
C 0.86336 1.72192 -4.73132 -0.015
C 0.61930 1.34629 -3.40652 -0.149
C 0.13646 2.31689 -2.46482 -0.088
N -0.07870 2.13455 -1.21361 -0.150
C -0.59768 3.28887 -0.47638 -0.192
C -1.82930 2.78648 0.22622 -0.151
N -1.38318 1.61030 0.99078 -0.072
C -1.83406 1.53035 2.20293 -0.040
C -1.37168 0.66980 3.22852 -0.154
C -2.04073 0.58980 4.46829 -0.021
C -1.46432 -0.07587 5.51490 -0.065
C -0.17901 -0.62713 5.35160 -0.034
C 0.50574 -0.53324 4.16494 0.020
C -0.10265 0.09710 3.06870 -0.323
O 0.54522 0.18662 1.92844 -0.437
H 1.67211 -1.86931 -3.53955 0.131
H 2.07621 -1.20441 -5.89464 0.116
H 1.55956 1.09586 -6.65427 0.112
H 0.64386 2.73721 -5.03935 0.125
H -0.04866 3.31236 -2.86469 0.139
H -0.82647 4.11082 -1.15547 0.132
H 0.15386 3.61601 0.24225 0.092
H -2.59462 2.50483 -0.49649 0.112
H -2.23809 3.53929 0.89955 0.133
H -2.60656 2.24538 2.48554 0.150
H -3.00933 1.06359 4.57748 0.121
H -1.97323 -0.15690 6.46431 0.110
H 0.28586 -1.13720 6.18567 0.117
H 1.49347 -0.95620 4.03976 0.130
O -1.71191 0.17487 -1.19183 -0.197
C -2.99907 0.09976 -0.89502 -0.324
C -3.92978 0.70693 -1.75298 -0.005
C -5.27331 0.63589 -1.46747 -0.044
C -5.74315 -0.05010 -0.33730 -0.063
C -4.84643 -0.68125 0.48465 -0.016
C -3.46400 -0.60848 0.22336 -0.148
C -2.55038 -1.39364 0.97743 -0.013
N -1.26215 -1.31898 0.88296 -0.090
N -0.58763 -2.32572 1.55459 0.127
C 0.64148 -2.32882 1.15529 -0.398
O 1.04724 -1.48990 0.23282 -0.230
C 1.62841 -3.26734 1.71028 -0.149
C 2.97075 -3.10947 1.37709 -0.009
C 3.91933 -3.96459 1.91690 -0.062
C 3.52712 -4.97403 2.78405 -0.069
C 2.18641 -5.12974 3.11756 -0.068
C 1.23547 -4.27869 2.58458 -0.022
H -3.56440 1.21781 -2.63431 0.127
H -5.98037 1.11239 -2.13414 0.116
H -6.80300 -0.09986 -0.13289 0.112
H -5.18868 -1.25220 1.33926 0.123
H -2.92716 -2.17003 1.63774 0.154
H 3.26177 -2.31143 0.70747 0.114
H 4.96340 -3.84223 1.66249 0.109
H 4.26748 -5.64245 3.20339 0.108
H 1.88481 -5.91843 3.79360 0.108
H 0.18909 -4.38707 2.83611 0.113
Te 2.39855 1.51631 0.49362 1.171
C 3.10813 2.18393 -1.34402 -1.001
C 3.75830 1.45218 -2.29952 -0.240
C 4.12784 2.22365 -3.43519 -0.180
C 3.75242 3.52870 -3.32135 -0.404
S 2.96443 3.82336 -1.83438 0.941
H 3.97072 0.39811 -2.18861 0.109
H 4.65712 1.82679 -4.28907 0.110
H 3.92859 4.33191 -4.01912 0.071
```



relative energy (zero: lowest compared OMol25 entry of this formula, charge and spin) of number 6 (C34H27N4O4STeW)? 0.000 eV